26
Properties=species:S:1:pos:R:3:forces:R:3:nbo_charge:R:1 method="wB97M-V/def2-TZVPD" multiplicity=1 lumo_ev=0.51 orbital_gap_ev=9.6 smiles=Nc1ncnc2ncn(COCCO)c12 homo_energy_ev=-9.13
N 1.209 2.164 0.498 1.71 1.02 -0.13 -0.7831
C 1.974 1.054 0.326 -0.17 -2.88 1.53 0.4322
N 3.275 1.120 0.191 0.33 0.22 -0.28 -0.5401
C 3.984 -0.003 -0.124 0.52 1.08 -0.53 0.2659
N 3.490 -1.172 -0.412 -0.22 0.50 0.24 -0.4391
C 2.156 -1.216 -0.178 1.15 -2.50 -0.14 0.2906
N 1.435 -2.350 -0.471 -1.69 0.10 0.12 -0.4238
C 0.209 -2.033 -0.100 2.50 1.38 0.03 0.2287
N 0.081 -0.749 0.395 -0.67 -1.44 -0.12 -0.4122
C -0.977 -0.406 1.361 -1.23 1.15 -0.84 0.1026
O -2.298 -0.922 0.982 0.88 0.55 -0.25 -0.5592
C -3.194 -0.153 0.077 0.85 -0.84 0.40 -0.0802
C -2.512 0.313 -1.191 -0.26 -0.06 1.21 -0.1039
O -1.506 1.278 -0.878 0.67 -0.51 -0.97 -0.7350
C 1.372 -0.276 0.414 1.02 3.14 -0.88 -0.0508
H 0.401 2.040 -0.057 -1.30 0.69 -0.35 0.3823
H 1.818 2.938 0.191 -0.92 -0.04 0.29 0.3976
H 5.068 0.191 -0.302 -0.91 -0.39 0.40 0.1843
H -0.643 -2.601 -0.125 -1.72 -1.65 -0.15 0.2027
H -0.936 0.712 1.327 -0.47 -0.92 0.78 0.2037
H -0.706 -0.848 2.337 -0.51 0.29 -0.45 0.1972
H -4.045 -0.843 -0.261 1.19 0.83 1.05 0.2072
H -3.552 0.746 0.619 -0.05 -0.60 -0.20 0.1899
H -3.344 0.701 -1.749 -0.08 0.82 -0.76 0.1830
H -2.087 -0.499 -1.752 0.17 -0.52 -0.21 0.1817
H -0.672 0.815 -1.119 -0.79 0.58 0.20 0.4775

22
Properties=species:S:1:pos:R:3:forces:R:3:nbo_charge:R:1 method="wB97M-V/def2-TZVPD" multiplicity=1 lumo_ev=0.56 orbital_gap_ev=9.5 smiles="C[C@@H]1CCC(O)=C[C@H]2C(=O)N12" homo_energy_ev=-8.89
C 2.232 1.764 0.175 -0.28 -1.35 0.45 -0.6113
C 1.233 0.681 -0.397 -0.15 3.30 -1.58 -0.0666
C -0.300 1.045 -0.034 0.22 1.51 0.75 -0.4295
C -1.526 0.280 -0.779 -0.92 1.57 1.63 -0.4698
C -2.178 -0.863 0.055 4.14 -0.13 -0.59 0.3008
O -3.517 -1.181 -0.049 1.95 -0.70 0.08 -0.6589
C -1.175 -1.540 0.663 0.51 -0.31 -0.05 -0.2708
C 0.407 -1.448 0.677 -0.30 -0.94 4.35 -0.2004
C 1.346 -1.750 -0.351 -0.58 -0.13 0.39 0.6685
O 1.647 -2.453 -1.231 0.87 -1.47 -2.15 -0.5157
N 1.625 -0.560 0.208 -2.10 0.57 0.54 -0.4231
H 3.124 1.089 0.142 -0.18 1.21 0.84 0.2262
H 1.842 2.007 1.208 1.10 -0.02 -0.93 0.2046
H 2.487 2.657 -0.439 -0.80 -0.59 0.37 0.2162
H 1.548 0.750 -1.493 -1.25 -0.73 0.93 0.2048
H -0.432 2.210 -0.089 0.29 -2.09 -0.71 0.2308
H -0.349 0.984 1.130 -0.10 -0.56 -1.97 0.2240
H -2.344 1.003 -0.972 0.54 0.08 0.03 0.2092
H -1.243 -0.068 -1.754 0.35 -0.36 -0.46 0.2306
H -3.937 -0.415 0.289 -1.25 1.14 0.35 0.4777
H -1.240 -2.419 1.276 -1.09 -0.39 0.13 0.2242
H 0.751 -1.772 1.767 -0.96 0.41 -2.39 0.2285

22
Properties=species:S:1:pos:R:3:forces:R:3:nbo_charge:R:1 method="wB97M-V/def2-TZVPD" multiplicity=1 lumo_ev="0.41 / 0.06" orbital_gap_ev="8.4 / 6.8" homo_energy_ev="-7.95 / -6.77"
C 2.429 -0.231 -1.598 2.49 -4.97 -1.60 0.2169
C -0.478 -0.855 0.863 -0.87 -0.88 3.22 0.3452
C 0.478 0.650 -0.494 1.01 3.18 -1.84 0.8694
C 3.294 -1.196 -1.268 -1.79 0.86 -2.91 -0.4710
C -1.702 -0.712 1.279 -1.42 -0.37 -0.87 -0.1231
C -2.265 -1.183 2.612 0.44 -0.19 -2.06 -0.6168
C -2.859 -0.279 0.367 1.36 -0.34 0.11 -0.6275
C 2.052 2.082 -1.729 0.00 2.85 2.69 -0.4314
N 1.695 0.761 -1.249 -3.34 2.51 1.15 -0.4802
O -0.325 1.537 -0.316 0.66 -0.12 -0.11 -0.6043
O 0.348 -0.560 -0.075 0.95 -2.43 -1.12 -0.4753
H 3.869 -1.087 -0.423 1.25 -0.16 2.28 0.1901
H 3.549 -2.033 -1.983 -0.35 1.16 0.84 0.2210
H -3.040 -0.510 2.864 -0.86 0.84 0.46 0.2071
H -2.781 -2.129 2.349 0.69 0.07 0.97 0.2211
H -1.499 -1.110 3.344 0.40 -0.88 0.90 0.2260
H -3.652 -1.023 0.451 -0.11 0.12 -0.07 0.2066
H -3.154 0.659 0.820 -0.50 0.38 -0.58 0.2244
H -2.501 -0.217 -0.668 -0.46 0.40 0.27 0.2183
H 1.262 2.820 -1.281 1.31 -1.41 -1.31 0.2535
H 2.946 2.282 -1.099 -0.17 0.43 -0.71 0.2010
H 2.334 2.335 -2.767 -0.70 -1.06 0.28 0.2288

23
Properties=species:S:1:pos:R:3:forces:R:3:nbo_charge:R:1 method="wB97M-V/def2-TZVPD" multiplicity=1 lumo_ev=0.65 orbital_gap_ev=8.8 smiles=NC[C@H](O)c1ccc(O)c(O)c1 homo_energy_ev=-8.19
N -2.439 -0.503 1.632 -0.09 -0.19 0.15 -0.8385
C -2.855 0.547 0.722 -0.12 -0.01 -0.40 -0.2200
C -2.113 0.401 -0.618 -0.12 0.68 0.38 0.0790
O -2.586 -0.782 -1.227 -0.06 -0.29 0.00 -0.7221
C -0.620 0.405 -0.395 0.03 -0.01 -0.21 -0.0436
C 0.059 1.609 -0.284 -0.08 -0.10 -0.03 -0.2195
C 1.424 1.624 -0.053 0.09 -0.12 0.06 -0.2666
C 2.123 0.436 0.063 -0.16 -0.01 -0.01 0.1981
O 3.481 0.379 0.288 -0.11 -0.12 -0.03 -0.6951
C 1.447 -0.784 -0.051 0.12 0.43 -0.02 0.3268
O 2.123 -1.958 0.054 0.15 -0.05 0.05 -0.6743
C 0.081 -0.787 -0.277 0.27 0.02 0.02 -0.2818
H -2.576 -1.400 1.178 -0.06 -0.01 0.13 0.3628
H -3.009 -0.487 2.471 0.08 -0.08 -0.08 0.3595
H -2.599 1.512 1.167 -0.03 0.00 -0.14 0.1916
H -3.935 0.537 0.501 0.15 0.08 0.01 0.1738
H -2.382 1.269 -1.246 0.08 -0.14 0.17 0.1678
H -2.019 -0.987 -1.977 -0.02 0.00 -0.01 0.4750
H -0.476 2.541 -0.377 -0.07 0.12 -0.03 0.2094
H 1.951 2.564 0.036 0.06 0.08 0.00 0.2071
H 3.826 1.275 0.367 0.01 -0.07 0.00 0.4891
H 3.051 -1.749 0.229 -0.06 -0.07 -0.01 0.4929
H -0.424 -1.736 -0.344 -0.06 -0.13 0.00 0.2288

25
Properties=species:S:1:pos:R:3:forces:R:3:nbo_charge:R:1 method="wB97M-V/def2-TZVPD" multiplicity=3 lumo_ev="0.76 / -0.80" orbital_gap_ev="7.9 / 8.0" homo_energy_ev="-7.13 / -8.80" s2=2.0071
C -0.566 -1.569 0.865 0.18 -1.47 -0.55 -0.2452
C 0.167 -2.202 1.889 -0.86 -1.39 1.04 -0.3119
C 0.339 -0.902 0.073 1.29 -0.06 1.47 -0.0285
C 1.500 -1.938 1.701 0.95 1.21 0.69 -0.0317
C 0.068 0.066 -0.973 1.42 -0.41 -1.11 0.7640
C 2.806 -0.605 0.102 0.96 4.63 2.44 -0.3991
C -1.634 0.570 -2.539 1.37 -1.09 -3.13 -0.2614
C -0.614 2.828 0.685 0.96 1.58 -0.61 -0.0446
N 1.603 -1.117 0.634 -2.12 0.65 -1.64 -0.3007
O 0.849 0.866 -1.440 -0.12 0.21 0.17 -0.6187
O -3.507 0.568 0.259 0.07 0.19 -0.05 -0.8211
O -1.141 -0.144 -1.435 -0.91 -1.88 -0.38 -0.5063
O -1.574 1.998 0.400 -1.71 -0.72 -2.49 -0.7268
S -2.322 0.809 1.081 -1.28 -1.53 2.04 1.2812
H -1.544 -1.865 0.508 -0.16 0.51 0.49 0.2419
H -0.255 -2.885 2.657 0.43 0.73 -0.67 0.2289
H 3.253 0.154 0.933 -0.74 -1.53 -2.01 0.1832
H 3.473 -1.349 -0.004 2.46 -2.73 -0.21 0.1961
H 2.805 -0.057 -0.843 -0.90 -0.16 0.37 0.2615
H -2.193 1.238 -2.042 -2.33 3.14 0.75 0.1951
H -2.305 0.006 -3.289 1.20 0.10 1.69 0.1976
H -0.811 1.037 -3.140 -0.68 -0.32 0.75 0.2056
H 2.408 -1.978 2.342 -0.98 -0.67 -0.53 0.2198
H -0.683 3.613 -0.013 0.65 1.12 -0.35 0.1653
H -0.121 2.858 1.590 0.84 -0.13 1.81 0.1556

22
Properties=species:S:1:pos:R:3:forces:R:3:nbo_charge:R:1 method="wB97M-V/def2-TZVPD" multiplicity=3 lumo_ev="0.91 / -1.73" orbital_gap_ev="5.7 / 7.7" homo_energy_ev="-4.77 / -9.43" s2=2.0218
C 2.465 -0.153 4.427 3.28 0.72 3.70 -0.1740
C 1.159 0.006 4.780 -2.49 0.92 1.98 -0.2461
C 2.816 -0.648 3.221 0.32 -1.37 -3.45 -0.2492
C 0.180 -0.297 3.866 -2.39 -0.20 -0.61 -0.1874
C 1.841 -1.033 2.258 0.15 0.15 -1.25 -0.1781
C 0.463 -0.850 2.611 1.69 -0.94 -1.12 -0.3202
C -2.451 0.160 -4.339 -0.50 2.51 3.24 -0.6757
C -1.367 -0.439 -3.537 0.62 -0.59 -2.05 0.1690
N -1.181 -0.373 -2.310 -0.89 1.34 1.69 -0.6263
O -0.098 -1.806 0.121 3.01 -1.72 -0.10 -0.9790
S -0.822 -1.513 1.636 -1.42 0.91 2.92 0.6686
H 3.311 0.079 5.269 -2.10 -0.55 -2.33 0.2191
H 0.804 0.345 5.821 0.94 -0.41 -1.79 0.2280
H 3.846 -0.808 2.867 -0.37 0.29 0.72 0.2234
H -0.943 -0.192 3.976 1.50 0.02 0.71 0.2284
H 2.138 -1.402 1.159 -0.78 0.75 2.87 0.2575
H -3.042 -0.459 -4.915 -1.11 -1.61 -1.08 0.2339
H -3.093 0.807 -3.643 0.48 -1.02 -0.95 0.1990
H -1.970 0.857 -4.956 0.59 1.04 -1.33 0.2283
H -0.584 -0.852 -4.173 0.12 -0.68 0.24 0.1585
H -0.479 -1.314 -0.566 -1.27 1.39 -2.33 0.4989
H -1.953 0.256 -1.968 0.61 -0.98 0.32 0.3237

21
Properties=species:S:1:pos:R:3:forces:R:3:nbo_charge:R:1 method="wB97M-V/def2-TZVPD" multiplicity=1 lumo_ev=0.17 orbital_gap_ev=8.7 smiles="C=C1c2scnc2[C@H]1C.C" homo_energy_ev=-8.48
C -1.803 1.177 -0.765 1.16 -1.07 -0.37 -0.3992
C -0.797 0.312 -0.983 -0.99 1.52 0.98 0.0158
C 0.654 0.436 -1.080 0.95 0.23 -0.63 -0.2943
S 2.138 1.269 -1.373 0.52 -1.69 0.66 0.3687
C 2.937 -0.387 -1.331 -5.44 0.67 -0.71 -0.0627
N 2.065 -1.384 -1.347 2.65 0.04 0.97 -0.4137
C 0.869 -0.904 -1.107 -3.01 0.58 0.38 0.1584
C -0.660 -1.225 -0.898 0.41 -1.21 -3.11 -0.2378
C -1.102 -1.964 0.315 0.04 -1.60 1.75 -0.6198
H -1.799 2.234 -0.632 0.85 0.62 -0.25 0.2084
H -2.777 0.813 -0.688 -1.49 -0.92 0.20 0.1952
H 3.909 -0.593 -1.430 3.74 -0.09 -0.45 0.1993
H -1.074 -1.833 -1.815 0.63 1.47 1.37 0.2155
H -0.526 -2.975 0.318 -0.95 1.65 0.18 0.2251
H -2.217 -2.269 0.225 1.77 0.85 0.55 0.2228
H -0.817 -1.390 1.291 -0.86 -1.10 -1.64 0.2199
C 0.174 1.686 2.212 1.96 1.55 2.86 -0.8478
H 0.113 0.686 2.732 0.03 1.13 -0.76 0.2169
H 0.941 2.409 2.865 -1.67 -2.11 -1.74 0.2025
H 0.519 1.647 1.190 0.05 -0.19 -0.03 0.2137
H -0.745 2.256 2.301 -0.36 -0.34 -0.20 0.2132

22
Properties=species:S:1:pos:R:3:forces:R:3:nbo_charge:R:1 method="wB97M-V/def2-TZVPD" multiplicity=2 lumo_ev="0.69 / -1.40" orbital_gap_ev="9.2 / 8.2" homo_energy_ev="-8.46 / -9.57" s2=0.7614
C -2.882 0.048 -0.534 -0.27 -0.47 -0.21 -0.6288
C -1.631 0.390 0.264 0.94 1.31 -2.87 0.2172
C -1.019 -0.614 1.151 0.23 -1.22 1.11 -0.2052
C 0.236 -1.132 1.129 -0.28 -0.37 0.70 -0.2149
C 1.628 -0.743 0.533 1.34 -1.91 -0.38 0.4090
C 0.851 1.104 -0.102 1.82 1.90 -0.59 0.1833
C -0.572 1.341 -0.380 -2.70 -0.48 1.12 -0.0556
O -1.607 1.748 0.599 1.85 -0.05 1.02 -0.4637
O 2.636 -0.763 1.317 -2.71 1.14 -0.80 -0.5876
O 1.487 2.051 0.647 -0.06 -0.40 0.80 -0.6656
C 2.104 -1.142 -0.922 -0.07 0.05 0.06 -0.6879
H -2.792 -0.789 -1.244 0.34 0.07 0.45 0.2220
H -3.737 -0.187 0.117 0.33 0.08 0.03 0.2203
H -3.172 0.906 -1.144 0.15 0.09 0.23 0.2293
H -1.733 -1.031 1.924 0.87 0.17 -1.08 0.2225
H 0.361 -2.021 1.783 0.12 0.79 -0.19 0.2267
H 1.401 0.909 -1.047 -0.57 0.06 0.57 0.1880
H -0.782 1.943 -1.261 0.08 -0.72 -0.42 0.2184
H 2.343 1.726 1.002 -0.56 0.02 -0.48 0.5061
H 1.431 -0.938 -1.771 -0.02 -0.12 0.48 0.2033
H 3.055 -0.605 -1.093 -0.52 -0.04 0.14 0.2298
H 2.394 -2.199 -0.965 -0.33 0.09 0.31 0.2334

20
Properties=species:S:1:pos:R:3:forces:R:3:nbo_charge:R:1 method="wB97M-V/def2-TZVPD" multiplicity=1 lumo_ev=1.09 orbital_gap_ev=10.4 smiles="C=C[C@]12CC[C@H](C1)C2" homo_energy_ev=-9.34
C 2.590 -0.136 -0.402 2.02 -0.42 -3.34 -0.3846
C 1.803 0.368 0.552 0.57 -1.40 -0.88 -0.2400
C 0.340 0.096 0.262 -1.06 1.09 0.45 0.0091
C -0.460 1.437 -0.106 -2.03 -5.74 3.67 -0.4139
C -1.823 0.773 -0.373 -1.12 -1.93 -3.18 -0.3892
C -1.490 -0.826 -0.096 -1.45 1.84 0.06 -0.2185
C -0.708 -0.745 1.194 1.26 2.00 1.07 -0.4163
C -0.163 -0.898 -0.842 0.85 -2.81 0.71 -0.4474
H 3.758 0.031 -0.684 -2.85 -0.31 1.54 0.2091
H 2.084 -0.706 -1.314 1.15 1.27 2.13 0.1921
H 2.264 0.864 1.434 -0.95 -0.14 -0.66 0.2303
H -0.411 2.012 0.755 -0.27 1.62 1.38 0.1999
H -0.043 1.823 -0.890 2.38 2.62 -4.48 0.1999
H -2.089 0.666 -1.597 0.50 1.09 3.25 0.1909
H -2.665 1.238 0.182 0.40 -0.63 -0.44 0.2162
H -2.316 -1.561 -0.290 0.77 0.80 0.27 0.2174
H -0.280 -1.650 1.537 0.71 -1.26 -0.31 0.2059
H -0.999 -0.307 2.189 -0.55 0.35 -1.30 0.2046
H -0.189 -0.972 -1.961 0.36 1.18 0.88 0.2263
H 0.352 -1.857 -0.495 -0.70 0.78 -0.81 0.2081

20
Properties=species:S:1:pos:R:3:forces:R:3:nbo_charge:R:1 method="wB97M-V/def2-TZVPD" multiplicity=1 lumo_ev=0.70 orbital_gap_ev=9.3 smiles="C=C(C)C(=C)/C=C/C" homo_energy_ev=-8.61
C 0.370 2.548 0.234 0.76 0.15 -1.89 -0.4134
C -0.167 1.440 0.717 -0.29 0.55 0.42 0.0032
C -0.326 1.263 2.193 -0.32 -0.34 0.82 -0.6480
C -0.670 0.301 -0.120 -0.86 0.53 1.15 -0.0551
C -1.993 0.108 -0.057 0.19 -0.95 -0.53 -0.3783
C 0.428 -0.534 -0.670 -2.10 0.42 -0.40 -0.2410
C 0.238 -1.792 -1.085 1.51 0.22 0.29 -0.1311
C 1.412 -2.555 -1.620 -0.16 -0.68 -1.31 -0.6491
H 1.082 3.231 0.681 -0.68 0.14 0.84 0.2026
H 0.284 2.735 -0.842 0.22 -0.28 0.13 0.1890
H -1.301 1.569 2.611 -0.02 0.31 -0.77 0.2239
H 0.386 1.889 2.735 0.24 -0.41 0.11 0.2188
H -0.350 0.209 2.481 0.78 0.03 0.08 0.2178
H -2.501 -0.816 -0.337 0.21 0.22 -0.47 0.1893
H -2.644 0.875 0.319 -0.03 0.19 0.41 0.1995
H 1.259 0.142 -0.842 0.69 -0.89 -0.06 0.2184
H -0.705 -2.291 -0.939 -0.20 -0.03 0.12 0.2009
H 1.252 -3.149 -2.538 -0.66 0.37 0.14 0.2143
H 1.802 -3.345 -0.973 0.16 0.53 0.48 0.2225
H 2.146 -1.827 -1.946 0.58 -0.09 0.45 0.2155

Asked for energy relative to the best compared isomer or geometry (same formula, charge and spin) across the records above, the calculation gives 0.0, 513.5, 727.6, 24.8, 136.3, 13.0, 273.7, 126.6, 281.0, 149.1 kJ/mol in order.
Asked for max |F| across the records above, the calculation gives 0.0664, 0.0866, 0.1125, 0.0153, 0.1034, 0.0972, 0.1074, 0.0640, 0.1383, 0.0424 Eh/bohr in order.